(1)
C3H3Cl3 in the gas phase, computed with the ωB97M-V functional and the def2-TZVPD basis.

The spin multiplicity is 1. The calculation puts the energy relative to the best compared isomer or geometry (same formula, charge and spin) at 5.6 kcal per mole. As for the charge: 0. As for the orbital gap: 10.7 eV.

The geometry in XYZ format:
```
9
Properties=species:S:1:pos:R:3:forces:R:3
Cl -0.59232 -1.94123 1.02797 -0.2 0.2 0.0
Cl -2.19993 -0.24060 -0.74634 0.1 0.0 0.3
Cl 0.76108 1.67588 1.15039 0.5 1.4 0.9
C -0.98971 -0.26945 0.56100 1.4 0.9 -0.6
C 0.34335 0.46610 0.07303 -2.1 -2.5 0.2
C 1.12373 0.07070 -0.91547 0.2 1.4 0.6
H 0.92779 -0.71447 -1.60542 -0.3 -0.5 -0.2
H 2.00269 0.69736 -0.99916 0.2 -0.4 -0.5
H -1.37669 0.25571 1.45400 0.1 -0.4 -0.7
```
Positions in Å, forces in eV/Å.

natural (NBO) population analysis, charges in e, atoms 1 to 2: Cl -0.01; Cl -0.01


(2)
C24H17FN6O2 in the gas phase, computed with the ωB97M-V functional and the def2-TZVPD basis.

The spin multiplicity is 1. As for the charge: 0. As for the orbital gap: 7.8 eV.

The geometry in XYZ format:
```
50
Properties=species:S:1:pos:R:3:forces:R:3
F -2.48663 -0.71757 -3.70364 -1.3 -1.1 1.1
O -6.78290 -2.67845 -4.33738 -1.4 -1.3 -1.2
O -6.98117 -1.23422 -2.64560 -0.3 -0.6 -1.3
N 0.53430 0.24268 4.35040 1.3 1.1 -3.0
N -0.94738 -1.31043 3.48230 0.2 -1.0 -2.0
N 0.07570 0.37331 2.16160 -2.3 -0.6 -3.5
N -0.80912 0.23964 1.11764 -1.0 -0.2 -0.6
N -4.94842 -1.96123 -3.26048 -2.1 -2.5 -2.1
N 6.88697 1.59992 -0.00454 1.9 0.4 0.4
C 3.92046 2.70493 1.88320 -0.3 0.7 0.5
C -1.77502 -0.70733 1.19944 6.3 1.2 1.7
C -2.16048 -0.74390 -1.36061 -0.8 -0.4 1.0
C 7.68523 2.61098 2.00670 -2.1 -1.5 -0.1
C 3.24285 1.86317 -0.19053 1.7 -1.5 -1.2
C -3.85716 -1.55394 0.17392 1.6 0.2 0.8
C 0.91225 1.40501 2.37108 2.0 2.7 0.3
C -6.33552 -1.93586 -3.41314 0.4 4.5 5.4
C -0.07227 -0.33118 3.28308 0.7 1.5 5.6
C -1.56102 -1.56831 2.38017 -5.1 -1.5 -0.8
C 6.35173 2.82393 2.40679 2.8 0.3 -0.1
C 1.44788 2.53768 1.41276 -1.0 -0.4 0.9
C 7.92471 1.87523 0.84256 -1.5 0.7 -1.8
C 1.20437 1.32144 3.71168 -0.6 -1.3 1.5
C 5.29268 2.56229 1.59173 -0.9 -0.9 -2.7
C 2.91081 2.38322 1.04598 -0.5 -0.4 -0.8
C -2.97785 -1.08079 -2.47345 0.6 1.4 3.8
C -2.56235 -0.97709 0.02225 -2.2 -0.9 -2.6
C -5.83978 -3.70196 -4.52621 0.1 -1.3 -2.4
C 4.56923 1.61470 -0.56301 -2.1 0.1 -0.4
C -4.72603 -1.73002 -0.85235 0.9 -0.3 -0.2
C -4.53295 -3.22830 -3.89941 1.6 1.6 -2.0
C 5.61899 2.00069 0.28993 1.1 -0.8 1.4
C -4.29078 -1.55302 -2.12431 2.3 1.0 -3.1
H 6.20336 3.19695 3.37338 -0.4 0.6 1.3
H -1.19070 -0.33059 -1.54085 0.4 0.3 -0.1
H 2.44747 1.44972 -0.78947 -0.1 0.2 -0.4
H 4.70013 1.04571 -1.49231 0.5 0.5 0.5
H -4.24137 -3.98859 -3.18058 0.7 0.2 0.0
H -5.88260 -3.81747 -5.63271 0.8 -0.4 0.8
H -3.72402 -2.90564 -4.69266 -1.3 -1.4 1.6
H -5.63243 -2.20853 -0.62231 -1.2 -0.3 -0.2
H 1.47089 3.50074 1.97938 -0.8 -0.8 -0.3
H 8.99935 1.64674 0.55223 -1.7 -0.1 0.1
H 1.86408 1.96840 4.30186 -0.4 -0.3 -0.4
H 0.72071 2.61057 0.55474 1.1 0.1 0.7
H 3.54218 3.16389 2.75567 0.4 0.5 1.5
H -4.19168 -2.09711 1.03856 0.2 0.7 1.0
H 8.48158 2.64279 2.68929 0.9 0.8 1.0
H -2.34167 -2.36967 2.39633 1.0 0.2 0.3
H -6.15662 -4.65308 -4.06905 -0.2 0.5 -0.1
```
Positions in Å, forces in eV/Å.

natural (NBO) population analysis, charges in e, atoms 1 to 2: F -0.31; O -0.45


(3)
C21H30N2O2 in the gas phase, computed with the ωB97M-V functional and the def2-TZVPD basis.

The spin multiplicity is 1. The calculation puts the energy relative to the best compared isomer or geometry (same formula, charge and spin) at 21.3 kcal per mole. As for the charge: 0. As for the orbital gap: 8.9 eV.

The geometry in XYZ format:
```
55
Properties=species:S:1:pos:R:3:forces:R:3
O -2.44955 2.49053 -0.67264 0.0 -0.1 0.0
O 2.67120 0.70220 -0.52826 -0.2 0.3 -0.3
N 2.60178 -1.07539 0.86755 -0.2 -0.4 0.3
N -1.52602 -0.83984 -0.28234 0.0 0.1 -0.1
C -6.14039 1.09375 0.65970 0.0 -0.1 0.0
C -4.38684 -0.55604 -0.71464 0.0 0.2 -0.1
C -1.57354 0.32731 -1.14542 0.2 0.0 0.1
C 3.23284 -0.06418 0.22638 0.5 -0.2 0.5
C 4.73132 -0.00565 0.50079 -0.2 0.3 -0.4
C 5.44425 -0.85574 -0.55878 0.2 -0.2 0.3
C -3.98874 0.73488 -0.37194 -0.6 0.1 0.2
C 5.22773 1.43821 0.43175 0.1 -0.1 0.3
C 1.17850 -1.36589 0.74444 -0.1 0.3 -0.3
C -5.64590 -1.00688 -0.37025 -0.1 0.0 0.0
C 0.79383 -1.66680 -0.70640 -0.2 -0.1 0.1
C -0.71476 -1.92577 -0.79312 0.2 -0.1 -0.1
C -1.15979 -0.52549 1.08498 0.1 0.1 0.2
C -6.53854 -0.19595 0.32296 0.1 0.0 0.0
C 0.32863 -0.20434 1.26729 -0.2 -0.2 0.0
C -7.90757 -0.68897 0.67447 0.0 0.0 -0.1
C 7.44145 0.65317 -0.44766 0.1 -0.1 0.3
C -4.88755 1.55406 0.31392 0.2 0.0 -0.1
C -2.66487 1.29840 -0.71590 0.3 0.0 -0.2
C 6.95701 -0.79128 -0.37290 -0.1 0.1 -0.3
C 6.74064 1.50227 0.60816 -0.1 0.1 -0.2
H -4.57569 2.55573 0.57089 0.0 0.1 0.0
H -5.94597 -2.00881 -0.64348 0.0 -0.1 0.0
H 7.44699 -1.39092 -1.14288 0.0 -0.1 0.1
H 0.54144 -0.02932 2.32338 0.0 0.0 0.0
H 0.58944 0.69726 0.71373 0.0 0.0 0.0
H -0.63001 0.89113 -1.19171 -0.1 0.0 -0.1
H -8.25969 -0.23349 1.59715 -0.1 0.0 0.1
H -1.76717 0.31810 1.41997 0.0 -0.1 0.1
H 5.18031 -0.47343 -1.54697 -0.1 0.0 -0.1
H -6.82192 1.73872 1.19589 -0.1 0.1 0.1
H 7.00725 1.13558 1.60304 0.1 0.0 0.1
H -1.42167 -1.39609 1.69707 0.0 0.1 0.1
H 4.94284 -0.41752 1.49415 0.0 0.0 0.0
H -0.99981 -2.11913 -1.83017 0.0 -0.1 0.0
H -8.60925 -0.42632 -0.11815 -0.1 0.0 0.0
H 7.07489 2.53881 0.53470 0.0 0.0 0.1
H 0.98380 -2.25532 1.35673 0.0 0.1 0.0
H 8.52292 0.69117 -0.30050 0.0 0.0 -0.1
H -0.96220 -2.81527 -0.20189 0.0 -0.1 -0.1
H -3.71497 -1.20669 -1.24828 0.0 -0.1 0.0
H 3.14300 -1.66202 1.48016 0.0 0.1 -0.1
H -1.81375 -0.00498 -2.16118 0.0 0.0 0.0
H 1.34263 -2.53908 -1.06671 0.0 0.0 0.0
H -7.91579 -1.77070 0.78577 -0.1 -0.1 0.0
H 4.73327 2.03020 1.20497 -0.1 0.1 -0.1
H 1.06429 -0.81148 -1.32461 0.0 0.0 0.0
H 7.22273 -1.21353 0.59971 0.0 -0.1 0.0
H 4.94336 1.85509 -0.53556 -0.1 0.0 0.0
H 5.10192 -1.89232 -0.49712 0.0 0.0 -0.1
H 7.22244 1.05608 -1.43868 0.0 0.0 -0.1
```
Positions in Å, forces in eV/Å.

natural (NBO) population analysis, charges in e, atoms 1 to 2: O -0.54; O -0.64


(4)
A molecular structure, C5H10O2S, computed with the ωB97M-V functional and the def2-TZVPD basis.

The spin multiplicity is 1. The calculation puts the energy relative to the best compared isomer or geometry (same formula, charge and spin) at 136.9 kcal per mole. As for the charge: 0. As for the orbital gap: 8.1 eV.

The geometry in XYZ format:
```
18
Properties=species:S:1:pos:R:3:forces:R:3
S -2.55845 1.04278 -0.43371 2.6 -2.5 -0.8
O 0.53135 -1.39864 -0.73522 0.2 -1.2 -7.0
O 0.32220 1.54089 1.47279 -5.2 -1.9 -1.2
C -1.39217 -0.13519 -0.84794 -2.6 1.9 0.4
C 1.22996 1.42432 -0.75385 1.5 -2.9 -2.6
C -0.21227 -0.56364 0.05077 1.8 1.4 0.1
C 0.83970 0.57289 0.50630 -3.5 4.1 -2.3
C -0.54836 -1.41291 1.21847 -1.0 -2.2 3.0
H -1.07976 -0.82724 2.06142 0.4 -1.2 -1.5
H 1.68408 0.21824 0.97002 1.8 -1.8 0.7
H -1.48560 -0.70810 -1.90206 0.2 1.3 2.4
H 2.38045 1.85329 -0.56807 -3.4 -0.8 -1.0
H 0.24267 -1.20634 -1.91799 1.6 -1.0 5.6
H -0.79663 1.41568 1.26644 4.5 1.2 1.1
H 0.40848 2.07950 -1.25828 1.7 -0.7 1.7
H 0.29855 -2.04689 1.79519 -1.1 2.1 -1.8
H 1.23225 0.42167 -1.66367 0.9 3.4 2.3
H -1.09646 -2.27029 0.73940 -0.4 0.8 1.1
```
Positions in Å, forces in eV/Å.

natural (NBO) population analysis, charges in e, atoms 1 to 2: S 0.07; O -0.69


(5)
C2HF3N4 in the gas phase, computed with the ωB97M-V functional and the def2-TZVPD basis.

The spin multiplicity is 1. The calculation puts the energy relative to the best compared isomer or geometry (same formula, charge and spin) at 24.0 kcal per mole. As for the charge: 0. As for the orbital gap: 11.9 eV.

The geometry in XYZ format:
```
10
Properties=species:S:1:pos:R:3:forces:R:3
F -1.03727 1.72324 0.39691 -1.9 -0.6 1.4
F 0.58795 2.06681 -0.71321 3.1 0.9 -1.5
F -1.19358 1.41102 -1.73930 0.9 -0.7 0.8
N -0.07459 -0.63116 1.00934 2.6 -2.9 -2.9
N 0.63733 -1.79840 1.08981 0.1 0.2 3.3
N 0.77274 -1.20491 -0.93713 0.5 2.4 0.0
N 1.23005 -2.06576 0.02655 -1.9 0.4 -1.5
C -0.38714 1.25250 -0.64908 -1.6 -2.4 -0.4
C 0.05948 -0.28325 -0.30336 -0.7 1.6 -0.2
H -0.59498 -0.47009 1.81947 -1.1 1.1 0.9
```
Positions in Å, forces in eV/Å.

natural (NBO) population analysis, charges in e, atoms 1 to 2: F -0.32; F -0.28